Molecular formula: C3H6N2O
Method: DFT, ωB97M-V with the def2-TZVPD basis set

Computed properties:
Gap between HOMO and LUMO (alpha / beta) ... 8.0538 / 8.0550 eV
Relative energy (zero: lowest compared OMol25 entry of this formula, charge and spin) ... 3.051 eV
Electronic energy ... -8233.6479 eV
LUMO energy (alpha / beta) ... 0.7 / 0.7 eV
Structure (SMILES) ... C=N/C(O)=C/N

Positions of all 12 atoms, in Å:
N  0.811  1.796  0.386
H  0.350  -1.688  1.014
O  -1.822  0.731  -0.090
H  0.582  -2.814  -0.413
C  -0.695  0.046  -0.432
H  1.775  2.014  0.593
N  -0.759  -1.243  -0.760
H  -2.548  0.106  -0.245
C  0.212  -1.846  -0.058
C  0.572  0.581  -0.221
H  0.160  2.037  1.125
H  1.362  0.280  -0.898

=====

Molecular formula: C13H15PSe2Zr
Method: DFT, ωB97M-V with the def2-TZVPD basis set

Computed properties:
Charge ... +2
Gap between HOMO and LUMO ... 5.9149 eV
Electronic energy ... -154967.9218 eV
LUMO energy ... -9.6 eV

Positions of all 32 atoms, in Å:
C  -1.777  -1.610  1.106
P  -0.060  -0.085  -0.451
H  1.607  -0.551  -5.169
C  0.447  1.277  0.674
H  -1.560  0.283  -4.225
H  -0.059  -1.191  -5.203
Zr  0.023  0.892  -3.383
H  0.789  2.642  -0.975
Se  1.566  -0.548  -1.917
C  0.784  2.516  0.112
H  0.249  0.141  2.518
C  -0.452  -1.464  0.663
C  0.480  1.109  2.074
H  0.324  0.289  -6.082
C  1.175  3.414  2.323
C  0.568  -2.275  1.196
H  1.413  4.539  0.490
H  1.589  -2.187  0.817
C  -1.059  -3.319  2.660
C  1.140  3.580  0.935
H  -3.105  -2.646  2.453
H  0.890  2.039  3.976
C  0.846  2.181  2.894
H  -2.565  -1.002  0.659
H  -1.355  1.045  -4.679
C  0.256  -3.194  2.204
Se  -1.840  0.558  -1.642
H  1.044  -3.821  2.628
C  0.545  -0.279  -5.168
C  -2.078  -2.535  2.108
H  -1.299  -4.041  3.442
H  1.476  4.243  2.962

=====

Molecular formula: C20H41IrN2OP3
Method: DFT, ωB97M-V with the def2-TZVPD basis set

Computed properties:
Charge ... +4
Gap between HOMO and LUMO (alpha / beta) ... 7.3256 / 4.2599 eV
Relative energy (zero: lowest compared OMol25 entry of this formula, charge and spin) ... 1.160 eV
Electronic energy ... -57092.6738 eV
LUMO energy (alpha / beta) ... -11.9 / -16.4 eV
2S+1 ... 6

Positions of all 68 atoms, in Å:
H  2.413  -1.294  3.452
C  -0.375  2.878  -2.526
H  2.683  0.128  -0.998
H  -0.742  -2.337  3.933
C  -1.161  -0.397  4.926
H  -0.841  -4.781  -1.279
H  2.219  0.748  -3.218
H  1.794  -2.430  -2.538
H  0.926  -0.906  -2.176
H  3.185  1.525  1.627
C  1.326  1.341  -3.405
H  -0.854  4.399  2.371
H  0.101  -2.220  -3.064
H  3.856  -1.512  2.415
N  -0.653  -0.517  2.763
H  -0.759  3.436  -1.677
C  0.823  -1.996  -2.269
H  -0.737  1.627  2.412
C  3.126  -0.520  -0.230
H  -1.754  3.665  -3.957
C  -3.492  -1.020  0.577
H  -1.171  1.997  0.203
H  -1.349  1.749  4.850
Ir  -0.159  -1.244  0.844
H  -1.380  -0.591  5.959
C  1.524  -3.939  -0.230
H  1.210  3.497  0.231
C  -0.830  0.768  3.068
C  -0.904  2.999  -3.798
C  2.174  1.160  1.859
H  -1.274  -0.054  -2.458
C  -1.189  -3.748  -1.150
P  -1.990  -0.255  -0.136
H  -0.197  4.685  0.004
H  1.547  -4.057  0.860
H  -2.760  1.996  -0.593
H  1.451  1.849  1.404
O  0.810  1.403  -1.081
C  0.785  1.486  -4.668
H  0.745  3.497  2.709
H  -2.442  -1.399  -2.254
H  1.258  0.979  -5.512
H  2.045  1.155  2.949
H  -0.569  -2.669  1.474
H  -2.652  1.699  1.167
C  -0.352  2.282  -4.868
H  -1.929  -3.723  -0.341
P  1.997  -0.530  1.197
H  -3.395  -2.112  0.577
C  2.763  -1.608  2.461
C  -2.191  -0.377  -1.947
H  2.480  -2.654  2.297
C  -2.163  1.527  0.200
C  0.058  3.935  1.979
H  -3.617  -0.675  1.611
H  -4.372  -0.728  -0.010
H  1.254  -4.902  -0.682
H  -1.649  -3.404  -2.084
N  -1.151  0.875  4.374
C  0.361  4.023  0.672
H  2.515  -3.635  -0.587
P  0.248  -2.724  -0.699
H  -3.005  0.295  -2.252
H  4.086  -0.090  0.090
H  -0.791  2.357  -5.864
H  3.299  -1.528  -0.625
C  0.630  1.877  -2.255
C  -0.843  -1.262  3.918

=====

Molecular formula: C20H23N3O2
Method: DFT, ωB97M-V with the def2-TZVPD basis set

Computed properties:
Gap between HOMO and LUMO ... 8.9247 eV
Relative energy (zero: lowest compared OMol25 entry of this formula, charge and spin) ... 0.291 eV
Electronic energy ... -29680.1871 eV
LUMO energy ... 0.4 eV
Structure (SMILES) ... C=C(C)c1cccc(C(C)(C)NC(=O)Nc2ccc(C(N)=O)cc2)c1

Positions of all 48 atoms, in Å:
C  -7.097  1.379  -0.239
N  -2.099  -1.228  0.387
H  7.215  2.261  0.066
C  3.337  0.001  -0.266
H  2.619  -2.074  -1.982
C  -3.311  -0.576  0.194
C  -4.691  1.140  -0.755
C  2.249  -2.823  0.607
H  4.916  0.788  -2.388
H  3.301  -2.809  0.338
O  -7.166  2.553  -0.538
C  2.100  -0.376  0.238
N  -8.215  0.634  -0.023
H  -2.138  -1.992  1.046
C  6.202  2.290  0.459
C  2.057  1.666  1.509
H  3.866  -0.653  -0.941
H  1.548  2.318  2.205
C  5.260  1.563  -0.457
C  -5.652  -0.442  0.767
H  1.127  -1.142  -2.194
H  -9.107  1.071  -0.184
H  3.722  2.978  1.284
H  -4.311  -1.897  1.561
H  5.907  3.335  0.554
H  0.515  0.203  1.570
H  1.053  -2.884  -1.908
C  -3.459  0.532  -0.638
H  1.839  -3.800  0.359
C  -0.882  -0.996  -0.241
C  3.943  1.201  0.095
C  5.597  1.270  -1.708
H  -6.484  -0.814  1.347
H  -2.606  0.904  -1.180
C  1.500  -1.722  -0.151
C  1.587  -1.969  -1.662
C  1.470  0.467  1.144
H  -8.181  -0.366  0.061
C  3.284  2.035  0.996
H  6.192  1.845  1.453
C  -5.805  0.661  -0.070
H  6.563  1.531  -2.108
N  0.096  -1.817  0.242
H  -0.088  -2.356  1.073
H  2.173  -2.666  1.682
C  -4.421  -1.048  0.899
H  -4.812  2.008  -1.386
O  -0.716  -0.184  -1.121

=====

Molecular formula: C17H47N4O5
Method: DFT, ωB97M-V with the def2-TZVPD basis set

Computed properties:
Charge ... -2
Gap between HOMO and LUMO (alpha / beta) ... 1.3073 / 4.6368 eV
Relative energy (zero: lowest compared OMol25 entry of this formula, charge and spin) ... 0.000 eV
Electronic energy ... -34579.6991 eV
LUMO energy (alpha / beta) ... 4.1 / 4.1 eV
2S+1 ... 2

Positions of all 73 atoms, in Å:
H  -0.305  -1.052  3.446
H  -2.480  -1.702  -3.694
H  -3.881  -6.409  -1.988
H  -2.861  -2.956  -4.912
H  5.326  0.060  1.097
H  0.876  2.365  4.105
C  -1.004  -1.215  0.836
C  1.796  3.637  -1.316
H  -0.977  -6.289  -3.088
H  5.001  1.428  -0.033
H  2.608  2.194  -2.868
H  1.405  -0.519  0.232
H  -1.775  -1.257  1.605
H  -0.275  1.476  -3.213
H  3.851  2.997  -0.913
H  2.768  2.652  1.278
C  -2.880  -1.973  -0.565
C  0.537  -0.894  2.772
H  -0.232  4.504  5.958
C  -2.320  -4.579  -3.438
H  1.559  1.642  0.398
H  -3.280  -2.872  -1.033
N  -1.315  -5.490  -1.255
C  0.112  2.903  3.544
O  -1.351  -3.504  -3.529
O  -1.494  -2.123  -0.210
H  2.392  4.656  3.472
O  0.109  2.463  2.158
H  1.417  6.179  3.141
H  -3.316  -4.316  -3.083
H  -3.072  -1.099  -1.186
C  1.428  5.092  3.209
H  -1.361  1.259  -2.062
C  -1.807  -5.820  -2.559
H  1.861  3.961  -2.355
H  1.336  -1.183  3.455
O  0.045  -0.384  -2.375
H  0.624  0.187  2.662
H  0.198  -2.747  1.629
H  -1.173  2.276  0.603
H  4.809  1.721  1.700
N  0.580  4.525  5.359
C  4.743  0.964  0.919
H  -0.963  -0.176  0.507
H  1.797  4.598  -0.800
C  -2.066  -2.468  -4.350
H  -0.791  2.404  3.896
H  1.763  1.231  -1.958
H  -2.126  -5.301  -0.683
N  1.389  -1.436  0.655
C  -2.996  -6.831  -2.463
C  0.261  4.467  3.919
H  -1.456  -1.887  -5.042
H  0.851  3.095  -1.359
H  1.199  4.774  2.192
H  -0.785  4.008  1.011
H  -1.056  -6.431  -0.994
H  -1.586  0.282  -3.482
H  0.840  5.492  5.490
C  2.841  2.590  -0.962
H  -1.967  3.076  1.928
C  0.289  -1.668  1.499
H  2.159  -1.653  1.272
C  -0.828  0.640  -2.785
H  -3.581  -2.018  0.269
H  -2.728  -7.788  -2.015
O  3.356  0.695  0.795
H  -3.257  -7.109  -3.485
H  -2.448  -5.023  -4.426
N  2.680  1.650  -2.020
C  2.604  1.943  0.467
C  -1.021  3.014  1.390
H  -0.598  5.072  3.630

=====

Molecular formula: C16H30NOPZn
Method: DFT, ωB97M-V with the def2-TZVPD basis set

Computed properties:
Gap between HOMO and LUMO ... 7.2838 eV
Electronic energy ... -78320.3365 eV
LUMO energy ... 0.4 eV

Positions of all 50 atoms, in Å:
C  -2.457  1.755  -2.180
H  1.885  -2.745  -2.681
H  -2.826  2.417  -1.375
H  -1.147  0.479  2.567
O  0.119  0.415  0.965
C  -1.289  -0.881  -3.272
C  -0.787  3.232  -3.318
H  1.615  1.772  2.678
H  3.428  -1.844  -2.886
H  3.223  -0.466  0.696
H  2.622  3.109  -3.418
H  -3.185  0.309  -0.722
H  -0.571  -2.285  0.858
C  -1.023  2.117  -2.488
C  1.356  1.748  -2.345
H  -1.170  2.943  2.799
H  1.219  0.151  3.270
H  -3.061  -2.325  -2.087
C  -2.285  -2.008  -1.372
H  -1.779  2.455  1.198
H  4.202  -1.257  -0.601
H  -1.789  -0.130  -3.886
C  3.216  -1.210  -0.113
H  -1.499  -2.772  -1.325
H  -3.077  1.996  -3.056
P  1.938  -0.752  -1.327
C  0.808  1.148  3.090
H  -1.576  -1.885  -3.611
Zn  -0.353  -0.174  -0.755
H  2.988  1.377  -0.961
H  -0.128  3.099  1.358
H  0.693  4.434  -4.325
C  0.057  1.416  -1.986
H  -2.729  -1.894  -0.374
C  2.521  0.924  -1.854
H  -0.205  -0.778  -3.378
C  -0.894  2.475  1.843
H  3.290  0.792  -2.633
N  -1.710  -0.707  -1.829
H  0.462  1.581  4.036
H  -1.643  3.792  -3.698
H  0.259  -2.412  0.415
C  -2.816  0.316  -1.755
C  0.513  3.590  -3.667
H  2.954  -2.193  0.303
H  1.933  -1.279  -3.713
C  1.587  2.857  -3.171
C  -0.347  1.079  2.096
C  2.336  -1.750  -2.807
H  -3.620  -0.064  -2.405

=====

Molecular formula: C3H5N3
Method: DFT, ωB97M-V with the def2-TZVPD basis set

Computed properties:
Gap between HOMO and LUMO ... 10.7006 eV
Relative energy (zero: lowest compared OMol25 entry of this formula, charge and spin) ... 0.432 eV
Electronic energy ... -7662.0240 eV
LUMO energy ... 0.7 eV
Structure (SMILES) ... [H]/N=C(\N)CC#N

Positions of all 11 atoms, in Å:
C  0.081  0.294  0.613
H  2.083  -0.021  0.803
C  -1.075  -0.162  -0.275
N  -0.299  -0.396  -2.778
H  -1.407  -1.207  0.025
H  0.766  1.417  1.982
N  1.239  -0.446  0.437
H  1.336  -1.007  -0.415
C  -0.704  -0.258  -1.703
N  -0.114  1.242  1.447
H  -1.905  0.543  -0.134

=====

Molecular formula: C4H9NO2
Method: DFT, ωB97M-V with the def2-TZVPD basis set

Computed properties:
Gap between HOMO and LUMO ... 10.6397 eV
Relative energy (zero: lowest compared OMol25 entry of this formula, charge and spin) ... 0.365 eV
Electronic energy ... -9879.6953 eV
LUMO energy ... 0.8 eV
Structure (SMILES) ... CCCNC(=O)O

Positions of all 16 atoms, in Å:
H  -0.003  -0.933  -1.366
H  0.796  1.202  -0.922
N  -1.159  -0.961  0.292
H  -1.219  -1.171  1.280
H  -2.744  1.105  -1.289
C  0.181  -0.768  -0.304
H  0.211  1.097  0.720
H  2.738  1.410  0.624
C  0.829  0.597  -0.026
C  -2.263  -0.301  -0.144
O  -1.963  0.545  -1.173
C  2.240  0.449  0.547
O  -3.393  -0.450  0.251
H  2.192  -0.002  1.532
H  0.737  -1.619  0.092
H  2.819  -0.200  -0.114

=====

Question: What is the electronic energy in the first record?
Answer: -8233.6479 eV

=====

Question: electronic energy of number 7 (C3H5N3)?
Answer: -7662.0240 eV

=====

Question: The lowest electronic energy belongs to which entry?
Answer: C13H15PSe2Zr